Below is a molecular structure, C20H33AsN6OS2SiV, with properties calculated with ωB97M-V/def2-TZVPD.

Geometry as XYZ:
```
65
Properties=species:S:1:pos:R:3
V 0.5745 -0.6223 0.1552
C 4.9931 -0.7212 -2.6970
As 3.6970 0.1025 -1.5510
C 4.6330 1.3373 -0.4197
C 2.5028 1.1107 -2.6617
S 2.7737 -1.4495 -0.4092
H 5.5268 0.0464 -3.2554
H 4.4759 -1.3909 -3.3806
H 5.6872 -1.2926 -2.0844
H 5.1557 2.0654 -1.0389
H 5.3446 0.7785 0.1844
H 3.9158 1.8398 0.2262
H 3.0949 1.8221 -3.2370
H 1.7892 1.6423 -2.0347
H 1.9703 0.4344 -3.3299
S 1.1131 1.5642 0.9375
C -0.2429 2.3314 1.7138
N -1.4900 2.1449 1.3435
C -2.6310 2.7932 1.9963
C -2.2849 3.1272 3.4340
C -0.9773 3.8993 3.4730
N 0.0346 3.1651 2.7118
H -1.7217 1.4564 0.6366
H -3.4714 2.1080 1.9202
H -2.8905 3.6976 1.4405
H -2.1955 2.2105 4.0183
H -3.0797 3.7283 3.8724
H -0.6130 4.0050 4.4933
H -1.0995 4.8993 3.0514
H 1.0074 3.2703 2.9478
N -1.6158 -4.1587 -1.0589
C -1.7408 -2.8410 -0.9025
O -0.5859 -2.2091 -1.1963
C -2.9115 -2.2454 -0.4804
C -3.0960 -0.8714 -0.1827
N -3.3377 0.2191 0.0995
C -3.9965 -3.1320 -0.2208
N -4.8045 -3.9290 -0.0288
H -0.7433 -4.5381 -1.3836
H -2.3704 -4.7784 -0.8106
C -0.7698 -3.4016 2.3051
Si -0.0953 -1.6461 2.3733
C -1.2869 -0.5898 3.3835
C 1.5516 -1.6831 3.2952
N -0.6991 -0.7661 -1.2605
C -0.7136 -0.2998 -2.5885
C -0.3646 -1.0774 -3.6896
C -0.3314 -0.4941 -4.9496
C -0.6280 0.8502 -5.1192
C -0.9880 1.6149 -4.0162
C -1.0454 1.0435 -2.7562
H -0.7690 -3.8198 3.3158
H -0.1588 -4.0568 1.6811
H -1.7983 -3.4364 1.9408
H -1.5642 -1.1208 4.2984
H -2.2063 -0.3520 2.8436
H -0.8017 0.3439 3.6800
H 1.3960 -2.0481 4.3144
H 1.9994 -0.6890 3.3568
H 2.2734 -2.3437 2.8107
H -0.1175 -2.1216 -3.5633
H -0.0686 -1.1010 -5.8064
H -0.6000 1.2940 -6.1048
H -1.2490 2.6576 -4.1407
H -1.3548 1.6233 -1.8953
```

M = 591.61 g/mol
net charge = +1
multiplicity = 3
calculated total energy = -148332.8411 eV
HOMO level (spin up / spin down) = -0.399 / -0.384 hartree
gap between HOMO and LUMO (spin up / spin down) = 8.0 / 8.2 eV

Atom charges from the Löwdin analysis, given in e for atoms 1 to 8: number 1, V, carries 0.22; number 2, C, carries -0.24; number 3, As, carries 0.75; number 4, C, carries -0.24; number 5, C, carries -0.23; number 6, S, carries 0.23; number 7, H, carries 0.05; number 8, H, carries 0.05